[1]
# C22H20BrN2NaO5S2Si

A molecular structure, C22H20BrN2NaO5S2Si (ωB97M-V with the def2-TZVPD basis set, the Open Molecules 2025 dataset).

Structure (ORCA input):
```
! RIJCOSX wB97M-V def2-TZVPD def2/J DEFGRID3
* xyz -2 1
Na -0.50 0.34 0.17
C 6.06 2.07 1.42
Si 4.81 1.48 2.71
C 4.00 2.96 3.52
C 5.84 0.67 4.09
C 3.69 0.18 1.95
C 4.17 -1.13 1.95
C 3.42 -2.17 1.40
C 2.19 -1.84 0.87
N 1.71 -0.61 0.83
C 2.43 0.42 1.33
S 1.78 2.00 1.15
H 6.76 2.79 1.85
H 5.54 2.56 0.59
H 6.62 1.23 1.02
H 4.78 3.53 4.04
H 3.24 2.66 4.24
H 3.51 3.59 2.78
H 6.52 1.41 4.52
H 6.45 -0.17 3.74
H 5.20 0.30 4.89
H 5.13 -1.36 2.39
H 3.78 -3.19 1.40
H 1.55 -2.61 0.45
O -2.18 1.65 -1.94
C -1.38 1.06 -2.64
N -0.34 0.32 -2.21
S 0.48 -0.37 -3.41
O 1.83 0.11 -3.53
O 0.32 -1.81 -3.43
C -0.49 0.32 -4.73
C -0.37 0.18 -6.10
C -1.29 0.86 -6.90
C -2.28 1.65 -6.32
C -2.39 1.77 -4.94
C -1.47 1.09 -4.16
H 0.41 -0.43 -6.54
H -1.23 0.78 -7.98
H -2.98 2.16 -6.97
H -3.16 2.37 -4.47
Br -8.54 -2.87 2.09
C -6.79 -2.09 2.14
C -6.47 -1.23 3.18
C -5.20 -0.67 3.21
C -4.26 -0.96 2.22
C -4.62 -1.82 1.19
C -5.89 -2.39 1.14
C -2.86 -0.33 2.26
O -2.66 0.49 3.18
O -2.07 -0.71 1.36
H -7.19 -1.00 3.95
H -4.89 0.01 3.99
H -3.89 -2.03 0.43
H -6.17 -3.06 0.34
*
```

Summary:
ΔE to the lowest compared entry with this formula, charge and spin, kcal per mole: 10.80
Orbital gap, eV: 5.372
E_LUMO, eV: 3.691

Atom-resolved charges from Mulliken, all expressed in e: number 1, Na, carries 0.92; number 2, C, carries -1.03; number 3, Si, carries 0.16; number 4, C, carries -1.00; number 5, C, carries -1.13; number 6, C, carries 0.43; number 7, C, carries -0.14; number 8, C, carries -0.87; number 9, C, carries -0.32; number 10, N, carries -0.29; number 11, C, carries 0.27; number 12, S, carries -0.57; number 13, H, carries 0.30; number 14, H, carries 0.31; number 15, H, carries 0.33; number 16, H, carries 0.28; number 17, H, carries 0.33; number 18, H, carries 0.30; number 19, H, carries 0.30; number 20, H, carries 0.32; number 21, H, carries 0.33; number 22, H, carries 0.14; number 23, H, carries 0.36; number 24, H, carries 0.39; number 25, O, carries -0.76; number 26, C, carries 0.59; number 27, N, carries -0.48; number 28, S, carries 1.04; number 29, O, carries -0.68; number 30, O, carries -0.69; number 31, C, carries 0.11; number 32, C, carries -0.60; number 33, C, carries -0.35; number 34, C, carries -0.44; number 35, C, carries -0.50; number 36, C, carries 0.15; number 37, H, carries 0.39; number 38, H, carries 0.35; number 39, H, carries 0.35; number 40, H, carries 0.48; number 41, Br, carries -0.27; number 42, C, carries 0.26; number 43, C, carries -0.42; number 44, C, carries -0.22; number 45, C, carries -0.22; number 46, C, carries -0.25; number 47, C, carries -0.47; number 48, C, carries 0.47; number 49, O, carries -0.75; number 50, O, carries -0.84; number 51, H, carries 0.38; number 52, H, carries 0.44; number 53, H, carries 0.44; number 54, H, carries 0.39

[2]
# C4H8O2

2 unconnected molecules or ions with the total composition C4H8O2 at a distorted geometry (ωB97M-V with the def2-TZVPD basis set, the Open Molecules 2025 dataset).

Structure (ORCA input):
```
! RIJCOSX wB97M-V def2-TZVPD def2/J DEFGRID3
* xyz 0 1
C -0.43 -1.61 -2.11
C 0.23 -1.03 -1.09
O 0.36 -1.67 0.12
C 0.58 0.53 -1.10
C 0.33 1.30 -0.07
H -0.81 -2.63 -2.13
H -0.89 -1.05 -2.79
H -0.46 -1.80 0.49
H 1.13 0.83 -1.95
H -0.25 1.03 0.70
H 0.56 2.39 0.02
H -0.71 1.54 2.97
H 0.27 0.67 3.62
O 0.11 1.51 3.33
*
```

Summary:
ΔE to the lowest compared entry with this formula, charge and spin, kcal per mole: 80.49
Structure (SMILES): C=CC(=C)O.O
Orbital gap, eV: 9.706
E_LUMO, eV: 0.529

Atom-resolved charges from Mulliken, all expressed in e: number 1, C, carries -0.82; number 2, C, carries 0.38; number 3, O, carries -0.49; number 4, C, carries -0.17; number 5, C, carries -0.55; number 6, H, carries 0.31; number 7, H, carries 0.33; number 8, H, carries 0.31; number 9, H, carries 0.34; number 10, H, carries 0.10; number 11, H, carries 0.26; number 12, H, carries 0.30; number 13, H, carries 0.30; number 14, O, carries -0.60

[3]
# C31H33BrN3O4PdTe

A molecular structure, C31H33BrN3O4PdTe at a distorted geometry (ωB97M-V with the def2-TZVPD basis set, the Open Molecules 2025 dataset).

Structure (ORCA input):
```
! RIJCOSX wB97M-V def2-TZVPD def2/J DEFGRID3
* xyz -2 2
Pd -0.08 -0.32 -0.26
O 1.47 -1.79 -5.22
C 1.30 -0.83 -4.24
C 1.79 0.46 -4.43
C 1.61 1.37 -3.41
N 1.03 1.07 -2.27
C 0.56 -0.17 -2.07
Br 1.15 -2.62 0.19
C 0.65 -1.15 -3.06
H 1.89 -1.37 -5.97
H 2.30 0.74 -5.36
H 1.97 2.40 -3.51
H 0.25 -2.14 -2.90
N 2.15 0.28 0.45
C 2.16 0.36 1.90
C 1.08 1.32 2.39
C -0.25 0.59 2.77
O -0.66 0.76 3.92
O -0.80 -0.11 1.88
H 2.72 -0.51 0.13
H 2.51 1.14 0.02
H 3.16 0.66 2.27
H 1.97 -0.65 2.29
H 0.86 2.03 1.58
H 1.43 1.88 3.26
C -4.80 7.76 1.65
C -4.21 6.45 1.21
C -3.12 5.89 1.85
C -2.58 4.68 1.43
C -1.41 4.11 2.17
C -3.10 3.99 0.33
Te -2.40 1.80 -0.15
N -1.96 -0.20 -0.99
C -2.44 -1.37 -1.28
O -1.73 -2.40 -1.31
C -3.88 -1.51 -1.69
C -4.89 -0.65 -1.26
C -6.20 -0.86 -1.65
C -6.52 -1.94 -2.46
C -5.53 -2.82 -2.87
C -4.22 -2.61 -2.48
C -1.67 2.70 -1.94
C -0.84 3.80 -1.75
C -0.29 4.50 -2.80
C -0.54 4.09 -4.10
C -1.37 3.00 -4.31
C -1.95 2.30 -3.25
C -2.85 1.15 -3.54
C -4.22 4.56 -0.30
C -4.89 3.88 -1.46
C -4.75 5.76 0.14
H -4.25 8.16 2.50
H -5.84 7.64 1.95
H -4.76 8.49 0.84
H -2.68 6.40 2.70
H -0.98 4.84 2.86
H -0.63 3.80 1.47
H -1.71 3.23 2.74
H -4.63 0.18 -0.62
H -6.97 -0.18 -1.32
H -7.55 -2.10 -2.76
H -5.78 -3.67 -3.48
H -3.43 -3.28 -2.77
H -0.64 4.12 -0.73
H 0.35 5.35 -2.61
H -0.10 4.61 -4.94
H -1.57 2.68 -5.32
H -3.17 1.15 -4.59
H -3.72 1.18 -2.89
H -2.32 0.22 -3.34
H -4.62 2.82 -1.48
H -4.56 4.33 -2.40
H -5.97 3.98 -1.39
H -5.62 6.18 -0.37
*
```

Summary:
ΔE to the lowest compared entry with this formula, charge and spin, kcal per mole: 0.00
⟨S²⟩: 0.76
Orbital gap (spin up / spin down), eV: 5.663 / 5.937
E_LUMO (spin up / spin down), eV: 4.253 / 4.239

Atom-resolved charges from Mulliken, all expressed in e: number 1, Pd, carries 0.06; number 2, O, carries -0.57; number 3, C, carries 1.07; number 4, C, carries -0.61; number 5, C, carries -0.96; number 6, N, carries -0.19; number 7, C, carries 1.14; number 8, Br, carries -0.63; number 9, C, carries -0.74; number 10, H, carries 0.27; number 11, H, carries 0.29; number 12, H, carries 0.38; number 13, H, carries 0.50; number 14, N, carries -0.35; number 15, C, carries -0.63; number 16, C, carries 0.00; number 17, C, carries 0.47; number 18, O, carries -0.79; number 19, O, carries -0.69; number 20, H, carries 0.24; number 21, H, carries 0.19; number 22, H, carries 0.32; number 23, H, carries 0.31; number 24, H, carries -0.17; number 25, H, carries 0.31; number 26, C, carries -1.55; number 27, C, carries 1.11; number 28, C, carries -1.17; number 29, C, carries 1.33; number 30, C, carries -1.29; number 31, C, carries -0.87; number 32, Te, carries 0.60; number 33, N, carries -0.21; number 34, C, carries -0.19; number 35, O, carries -0.73; number 36, C, carries 0.04; number 37, C, carries 0.22; number 38, C, carries -0.79; number 39, C, carries -0.33; number 40, C, carries -0.51; number 41, C, carries -0.52; number 42, C, carries 0.73; number 43, C, carries -0.34; number 44, C, carries -0.93; number 45, C, carries -0.60; number 46, C, carries -0.56; number 47, C, carries 1.27; number 48, C, carries -1.30; number 49, C, carries 1.20; number 50, C, carries -1.28; number 51, C, carries -0.97; number 52, H, carries 0.34; number 53, H, carries 0.32; number 54, H, carries 0.31; number 55, H, carries 0.22; number 56, H, carries 0.34; number 57, H, carries -0.03; number 58, H, carries 0.32; number 59, H, carries 0.34; number 60, H, carries 0.39; number 61, H, carries 0.35; number 62, H, carries 0.36; number 63, H, carries 0.43; number 64, H, carries 0.25; number 65, H, carries 0.36; number 66, H, carries 0.30; number 67, H, carries 0.34; number 68, H, carries 0.52; number 69, H, carries 0.00; number 70, H, carries 0.05; number 71, H, carries -0.28; number 72, H, carries 0.31; number 73, H, carries 0.53; number 74, H, carries 0.35

[4]
# C19H15CuNO2

A molecular structure, C19H15CuNO2 (ωB97M-V with the def2-TZVPD basis set, the Open Molecules 2025 dataset).

Structure (ORCA input):
```
! RIJCOSX wB97M-V def2-TZVPD def2/J DEFGRID3
* xyz -1 1
Cu 0.13 0.21 0.26
C -3.78 0.53 2.22
C -2.70 -0.16 1.41
O -1.54 0.07 1.73
C -3.08 -1.07 0.32
C -4.44 -1.43 0.21
C -4.91 -2.32 -0.73
C -3.98 -2.87 -1.63
C -2.66 -2.54 -1.56
C -2.12 -1.62 -0.59
O -0.88 -1.38 -0.61
H -3.30 1.28 2.85
H -4.30 -0.19 2.87
H -4.54 1.00 1.60
H -5.15 -1.00 0.90
H -5.96 -2.57 -0.78
H -4.31 -3.57 -2.39
H -1.94 -2.96 -2.26
C 3.54 -2.13 -1.64
C 4.44 -1.09 -1.80
C 4.20 0.13 -1.20
C 3.04 0.30 -0.44
N 2.18 -0.71 -0.28
C 2.41 -1.88 -0.87
C 2.64 1.61 0.19
C 3.63 2.55 0.46
C 3.29 3.77 1.02
C 1.95 4.03 1.29
C 0.99 3.07 1.03
C 1.27 1.81 0.47
H 3.68 -3.10 -2.10
H 5.33 -1.23 -2.40
H 4.87 0.96 -1.35
H 1.65 -2.63 -0.71
H 4.68 2.34 0.26
H 4.06 4.51 1.24
H 1.67 4.98 1.73
H -0.04 3.31 1.27
*
```

Summary:
ΔE to the lowest compared entry with this formula, charge and spin, kcal per mole: 0.00
Orbital gap, eV: 6.329
E_LUMO, eV: 3.227

Atom-resolved charges from Mulliken, all expressed in e: number 1, Cu, carries -0.46; number 2, C, carries -1.58; number 3, C, carries 1.29; number 4, O, carries -0.61; number 5, C, carries 0.24; number 6, C, carries -0.50; number 7, C, carries -0.89; number 8, C, carries -0.28; number 9, C, carries -0.63; number 10, C, carries 0.37; number 11, O, carries -0.62; number 12, H, carries 0.35; number 13, H, carries 0.38; number 14, H, carries 0.38; number 15, H, carries 0.25; number 16, H, carries 0.36; number 17, H, carries 0.33; number 18, H, carries 0.37; number 19, C, carries -0.67; number 20, C, carries -0.26; number 21, C, carries -0.76; number 22, C, carries 1.12; number 23, N, carries -0.38; number 24, C, carries -0.19; number 25, C, carries 1.33; number 26, C, carries -0.76; number 27, C, carries -0.54; number 28, C, carries -0.61; number 29, C, carries -0.14; number 30, C, carries -0.57; number 31, H, carries 0.36; number 32, H, carries 0.38; number 33, H, carries 0.26; number 34, H, carries 0.41; number 35, H, carries 0.23; number 36, H, carries 0.36; number 37, H, carries 0.34; number 38, H, carries 0.33